1.
ORCA calculation (ωB97M-V/def2-TZVPD) on 2 unconnected molecules or ions with the total composition C5H13NO at a distorted geometry.

```
! RIJCOSX wB97M-V def2-TZVPD def2/J DEFGRID3
* xyz 0 1
C -1.587 2.198 0.471
C -0.993 1.695 -0.829
C -1.258 0.172 -0.868
N -0.554 -0.568 -1.800
O -1.901 -0.436 -0.045
H -1.486 1.560 1.336
H -2.606 2.554 0.391
H -0.930 2.984 0.942
H -1.485 2.261 -1.619
H 0.089 1.795 -0.783
H -0.927 -1.488 -1.984
H -0.002 -0.223 -2.576
C 1.447 -1.459 0.271
C 2.081 -1.626 1.630
H 1.865 -2.041 -0.553
H 0.445 -1.939 0.180
H 1.108 -0.466 -0.031
H 2.498 -2.656 1.631
H 1.395 -1.549 2.473
H 2.798 -0.769 1.760
*
```

## Properties
Max |F| (eV/Å): 2.97
ΔE to the lowest compared entry with this formula, charge and spin (kcal per mole): 23.8
SMILES: CCC(N)=O.CC

Mulliken population analysis, charges in e, atoms 1 to 5: C -1.169; C -0.357; C 0.361; N -0.348; O -0.613

2.
ORCA calculation (ωB97M-V/def2-TZVPD) on C4H7NO2 in the gas phase.

```
! RIJCOSX wB97M-V def2-TZVPD def2/J DEFGRID3
* xyz 0 1
C -0.196 2.059 0.280
O -0.951 1.042 -0.397
C -0.495 -0.217 -0.408
N -1.406 -1.174 -0.740
C 0.822 -0.436 -0.148
C 1.320 -1.623 0.448
O 2.485 -1.786 0.776
H -0.882 2.472 1.007
H 0.703 1.734 0.826
H 0.128 2.772 -0.473
H -1.082 -2.127 -0.817
H -2.402 -1.016 -0.779
H 1.503 0.390 -0.281
H 0.537 -2.389 0.667
*
```

## Properties
Max |F| (eV/Å): 0.74
ΔE to the lowest compared entry with this formula, charge and spin (kcal per mole): 44.3
SMILES: CO/C(N)=C/C=O

Mulliken population analysis, charges in e, atoms 1 to 5: C -0.761; O -0.410; C 0.694; N -0.412; C -0.398

3.
ORCA calculation (ωB97M-V/def2-TZVPD) on 2 unconnected molecules or ions with the total composition C8H10ClN2O at a distorted geometry.

```
! RIJCOSX wB97M-V def2-TZVPD def2/J DEFGRID3
* xyz 1 3
C 2.209 -2.073 0.276
C 1.286 -1.744 1.237
C 2.260 -1.340 -0.918
C 0.350 -0.703 1.065
C 1.391 -0.292 -1.108
C 0.367 0.027 -0.136
C -2.473 -0.015 0.106
C -0.654 1.075 -0.318
N -0.826 1.630 -1.608
N -0.746 1.813 1.005
O -3.094 0.435 1.032
Cl -2.968 -1.270 -0.817
H 2.891 -2.872 0.536
H 1.278 -2.301 2.187
H 2.809 -1.526 -1.810
H -0.541 -0.501 1.613
H 1.314 0.371 -2.026
H -1.514 2.341 -1.638
H -0.848 1.002 -2.382
H -0.015 1.435 1.510
H -1.761 1.694 1.311
H -0.713 2.812 0.884
*
```

## Properties
Max |F| (eV/Å): 6.32
Calculated total energy (Eh): -955.3555
<S²>: 2.020

Mulliken population analysis, charges in e, atoms 1 to 5: C -0.453; C -0.799; C -0.612; C -0.465; C -0.424

4.
ORCA calculation (ωB97M-V/def2-TZVPD) on 2 unconnected molecules or ions with the total composition C6H10O at a distorted geometry.

```
! RIJCOSX wB97M-V def2-TZVPD def2/J DEFGRID3
* xyz 0 1
C 2.022 -0.568 -0.437
C 0.958 -0.801 0.345
C -0.470 -0.693 -0.065
C -1.426 -1.088 0.795
C -0.862 -0.271 -1.456
H 3.011 -0.878 -0.113
H 1.971 0.020 -1.345
H 1.126 -1.371 1.258
H -1.204 -1.428 1.801
H -2.478 -0.994 0.541
H -1.615 0.524 -1.405
H -0.043 0.135 -2.052
H -1.283 -1.116 -2.009
C 0.067 2.131 1.044
O -0.110 2.879 0.091
H -0.737 1.817 1.727
H 1.075 1.704 1.279
*
```

## Properties
Max |F| (eV/Å): 2.02
ΔE to the lowest compared entry with this formula, charge and spin (kcal per mole): 42.7
SMILES: C=CC(=C)C.C=O

Mulliken population analysis, charges in e, atoms 1 to 5: C -0.727; C -0.250; C 1.020; C -1.003; C -1.289

5.
ORCA calculation (ωB97M-V/def2-TZVPD) on a molecular structure, CHF2O3 at a distorted geometry.

```
! RIJCOSX wB97M-V def2-TZVPD def2/J DEFGRID3
* xyz 1 1
C -0.313 -0.890 1.063
O 0.704 0.541 -0.802
O 0.392 1.688 -1.294
O -0.530 -0.145 0.124
F 0.861 -1.292 1.467
F -1.258 -1.440 1.709
H 0.144 1.538 -2.267
*
```

## Properties
Max |F| (eV/Å): 2.19
ΔE to the lowest compared entry with this formula, charge and spin (kcal per mole): 8.0

Mulliken population analysis, charges in e, atoms 1 to 5: C 0.760; O 0.115; O -0.058; O -0.144; F -0.059

6.
ORCA calculation (ωB97M-V/def2-TZVPD) on 2 unconnected molecules or ions with the total composition C3H11ClN2Si at a distorted geometry.

```
! RIJCOSX wB97M-V def2-TZVPD def2/J DEFGRID3
* xyz 0 1
C 1.993 0.402 0.495
C 0.663 -0.316 -1.413
C -1.286 1.409 -0.223
N 0.759 0.470 -0.184
N -0.277 0.690 0.619
Si -1.341 -1.444 1.335
Cl -1.795 -2.722 -0.286
H 1.891 0.844 1.549
H 2.427 -0.744 0.375
H 2.770 0.836 -0.209
H -0.353 -0.329 -1.824
H 1.408 0.017 -2.168
H 0.726 -1.337 -1.091
H -1.416 0.985 -1.228
H -2.167 1.579 0.404
H -0.900 2.397 -0.399
H -2.732 -1.338 1.828
H -0.369 -1.400 2.421
*
```

## Properties
Max |F| (eV/Å): 3.94
ΔE to the lowest compared entry with this formula, charge and spin (kcal per mole): 142.5

Mulliken population analysis, charges in e, atoms 1 to 5: C -0.862; C -0.999; C -0.823; N 0.473; N -0.641

7.
ORCA calculation (ωB97M-V/def2-TZVPD) on a gas-phase ion, C8H8FINO2 (charge +1) at a distorted geometry.

```
! RIJCOSX wB97M-V def2-TZVPD def2/J DEFGRID3
* xyz 1 1
O -4.646 -0.299 0.594
C -3.599 -1.030 0.123
O -3.821 -2.391 -0.472
C -2.078 -0.417 0.185
C -1.427 0.184 -1.228
C 0.105 0.760 -1.124
N 0.873 0.770 0.206
C 2.310 1.323 0.108
C 3.164 0.142 -0.693
F 4.565 0.006 -0.228
C 0.338 0.250 1.522
C -1.183 -0.376 1.572
I -1.919 -1.130 3.507
H -2.918 -2.858 -0.468
H -2.076 0.182 -2.215
H 0.637 1.183 -2.105
H 2.738 1.573 1.168
H 2.208 2.296 -0.570
H 3.054 0.399 -1.839
H 2.605 -0.888 -0.504
H 1.069 0.320 2.460
*
```

## Properties
Max |F| (eV/Å): 9.97
Calculated total energy (Eh): -911.8256
SMILES: O=C(O)c1cc[n+](CCF)cc1I

Mulliken population analysis, charges in e, atoms 1 to 5: O -0.415; C 0.306; O -0.403; C 0.512; C -0.546

8.
ORCA calculation (ωB97M-V/def2-TZVPD) on 2 unconnected molecules or ions with the total composition C4H12 at a distorted geometry.

```
! RIJCOSX wB97M-V def2-TZVPD def2/J DEFGRID3
* xyz 0 1
C 2.212 2.284 0.013
C 0.708 2.051 0.543
H 2.266 3.205 -0.678
H 2.792 2.334 0.932
H 2.449 1.372 -0.611
H 0.128 2.917 0.633
H 0.693 1.460 1.473
H -0.004 1.606 -0.097
C -1.116 -2.821 -0.027
C -1.579 -1.417 -0.523
H -0.056 -3.020 0.059
H -1.672 -3.289 0.762
H -1.437 -3.513 -0.747
H -1.983 -1.021 0.439
H -2.461 -1.477 -1.299
H -0.940 -0.673 -0.872
*
```

## Properties
Max |F| (eV/Å): 4.18
ΔE to the lowest compared entry with this formula, charge and spin (kcal per mole): 31.7
SMILES: CC.CC

Mulliken population analysis, charges in e, atoms 1 to 5: C -0.642; C -0.852; H 0.236; H 0.240; H 0.213